CH4N2S | the ωB97M-V functional and the def2-TZVPD basis

Gap between HOMO and LUMO   9.24 eV
Charge   0
Energy relative to the best compared isomer or geometry (same formula, charge and spin)   1.373 eV
Structure (SMILES)   NNC=S

```
8
Properties=species:S:1:pos:R:3:forces:R:3
N -1.262 0.163 -0.003 -0.63 -0.44 -0.01
N 0.030 -0.362 -0.004 0.66 0.20 0.07
C 1.107 0.446 -0.007 -0.60 0.03 -0.07
S 2.656 -0.068 0.001 -0.06 0.08 0.01
H -1.748 -0.119 0.862 0.24 0.17 -0.74
H -1.760 -0.197 -0.829 0.15 0.29 0.69
H 0.190 -1.359 0.007 -0.03 -0.06 0.02
H 0.786 1.497 -0.027 0.27 -0.27 0.03
```
Positions in Å, forces in eV/Å.